C23H43Cl3CuN3O4Si as an isolated structure, computed with ωB97M-V/def2-TZVPD.

frontier orbital gap (alpha / beta)	7.59 / 6.79	eV
net charge	-1
strongest force on any atom	2.7	eV/A
energy relative to the best compared isomer or geometry (same formula, charge and spin)	1.791	eV
highest occupied orbital energy (alpha / beta)	-5.245 / -5.191	eV
2S+1	2

```
78
Properties=species:S:1:pos:R:3:lowdin_charge:R:1
C 0.55 3.42 -2.77 -0.0614
C 1.97 3.06 -2.55 -0.2120
H 0.30 4.33 -2.22 0.0806
H -0.11 2.61 -2.43 -0.0031
H 0.36 3.61 -3.84 0.0920
C 2.97 3.97 -2.68 -0.1304
C 2.76 5.40 -2.99 -0.1209
H 4.00 3.65 -2.62 0.0873
H 2.08 5.91 -2.30 0.0708
H 2.39 5.57 -4.01 0.0738
H 3.73 5.90 -2.92 0.0611
Cu -0.95 -0.95 -1.87 -0.1414
Cl -2.77 -2.00 -2.51 -0.0157
Cl 0.48 -0.57 -3.52 0.0927
C -0.73 -3.43 -0.47 -0.2862
O -0.79 -2.19 -0.21 -0.1397
N -0.09 -4.31 0.30 -0.1700
C 0.36 -3.91 1.64 -0.0267
C 0.52 -5.50 -0.29 -0.0497
H -1.25 -3.82 -1.37 0.1025
H -0.49 -3.89 2.33 0.0992
H 0.83 -2.92 1.63 0.0575
H 1.07 -4.66 1.98 0.0833
H -0.16 -5.92 -1.03 0.0899
H 0.73 -6.22 0.51 0.0827
H 1.47 -5.25 -0.80 0.0979
H -4.99 2.54 1.44 0.0850
H -1.94 3.34 0.68 0.0361
C -4.42 2.95 2.29 -0.0718
C -2.02 3.40 1.78 -0.0858
N -3.05 2.50 2.26 -0.2167
H -4.89 2.60 3.22 0.0808
C -2.74 1.24 2.72 -0.3135
O -1.79 0.96 3.47 -0.0101
H -1.04 3.13 2.21 0.0915
H -3.42 0.46 2.31 0.1291
H -4.42 4.05 2.26 0.0800
H -2.29 4.43 2.05 0.0734
O 1.56 1.29 -1.03 -0.3059
C 2.27 1.62 -2.18 -0.3666
C 4.53 1.87 -1.08 -0.0664
C 3.72 1.23 -2.03 -0.1830
H 4.16 2.74 -0.54 0.1197
C 5.81 1.33 -0.83 -0.0891
H 1.80 1.01 -2.99 0.0082
C 4.16 0.12 -2.75 -0.0434
H 6.43 1.80 -0.07 0.0985
C 6.24 0.22 -1.54 -0.1156
C 5.44 -0.36 -2.52 -0.0999
H 3.44 -0.33 -3.44 0.1031
H 7.22 -0.20 -1.33 0.0937
H 5.79 -1.20 -3.13 0.0984
Si 1.52 0.35 0.35 0.3722
Cl -1.00 1.25 -0.64 0.2051
C 2.92 1.08 1.48 -0.1752
C 2.27 -1.29 -0.29 -0.1392
C 0.31 0.11 1.73 -0.2410
H 3.94 0.82 1.15 0.0061
H 2.80 0.69 2.50 0.0124
H 2.83 2.17 1.53 0.0282
H 0.70 0.54 2.67 0.0320
H 0.07 -0.93 1.93 0.0218
H -0.67 0.58 1.51 -0.0685
H 3.25 -1.12 -0.75 0.0225
H 1.60 -1.70 -1.06 -0.0086
H 2.40 -2.03 0.52 0.0176
C -5.16 -2.92 3.04 -0.0557
N -5.53 -2.96 1.63 -0.2094
C -6.89 -3.37 1.27 -0.0673
C -4.66 -2.40 0.75 -0.3302
O -3.63 -1.82 1.10 0.0036
H -5.94 -3.44 3.62 0.0760
H -5.07 -1.87 3.38 0.0914
H -4.18 -3.42 3.17 0.0929
H -7.55 -2.50 1.14 0.0851
H -6.86 -3.91 0.31 0.0846
H -7.29 -4.01 2.06 0.0772
H -4.96 -2.54 -0.32 0.1227
```

=====

C42H56N5NiOP3S3 as an isolated structure, computed with ωB97M-V/def2-TZVPD.

frontier orbital gap (alpha / beta)	5.85 / 6.99	eV
strongest force on any atom	1.6	eV/A
energy relative to the best compared isomer or geometry (same formula, charge and spin)	1.600	eV
highest occupied orbital energy (alpha / beta)	-5.454 / -6.605	eV
2S+1	3

```
111
Properties=species:S:1:pos:R:3:lowdin_charge:R:1
Ni -0.59 0.24 -1.17 -0.0729
S -0.46 2.28 -2.29 0.4995
P -2.23 1.42 -0.28 0.9401
C -0.67 2.29 -0.53 -1.0013
P 0.84 2.77 0.32 0.4177
S 2.48 2.53 -0.70 0.2761
C 0.99 2.05 1.99 -0.3070
C 2.23 1.52 2.37 -0.1140
C 2.41 1.02 3.65 -0.0986
C 1.37 1.03 4.57 -0.1054
C 0.13 1.53 4.19 -0.0900
C -0.05 2.04 2.91 -0.0890
C 0.56 4.57 0.61 -0.3233
C 0.20 5.13 1.82 -0.0788
C 0.05 6.51 1.93 -0.0911
C 0.27 7.33 0.83 -0.0966
C 0.61 6.76 -0.39 -0.0820
C 0.75 5.39 -0.50 -0.1155
C -3.48 2.47 -1.10 -0.3793
C -3.37 3.85 -1.25 -0.1100
C -4.47 4.58 -1.68 -0.0801
C -5.67 3.94 -1.98 -0.0956
C -5.76 2.56 -1.89 -0.0897
C -4.67 1.83 -1.44 -0.0968
C -2.87 1.62 1.42 -0.3552
C -3.27 2.84 1.96 -0.0907
C -3.83 2.89 3.22 -0.0740
C -4.01 1.72 3.95 -0.0856
C -3.62 0.50 3.42 -0.0881
C -3.05 0.45 2.16 -0.1064
H 3.04 1.52 1.65 0.0483
H 3.38 0.62 3.94 0.1061
H 1.52 0.65 5.57 0.1083
H -0.70 1.53 4.88 0.1106
H -1.01 2.44 2.63 0.0749
H 0.04 4.51 2.69 0.0893
H -0.22 6.95 2.88 0.0995
H 0.18 8.40 0.93 0.0983
H 0.77 7.39 -1.26 0.1020
H 1.03 4.94 -1.45 0.0746
H -2.44 4.34 -1.03 0.0985
H -4.40 5.65 -1.76 0.1019
H -6.53 4.52 -2.29 0.0978
H -6.68 2.05 -2.15 0.0990
H -4.73 0.75 -1.35 0.1014
H -3.13 3.75 1.39 0.1076
H -4.15 3.84 3.63 0.1051
H -4.46 1.77 4.94 0.1014
H -3.75 -0.41 3.99 0.0976
H -2.73 -0.49 1.72 0.0883
C 3.14 -3.45 -4.90 -0.0752
C 1.96 -2.61 -5.38 -0.2318
N 1.00 -2.35 -4.31 0.0079
C 0.55 -1.19 -3.78 -0.7847
S -0.98 -1.23 -3.02 0.7159
N 1.24 -0.06 -3.79 0.0013
C 2.57 0.25 -4.28 -0.2269
C 2.54 0.88 -5.67 -0.0706
H 3.78 -3.69 -5.74 0.0762
H 2.79 -4.39 -4.46 0.0734
H 3.72 -2.92 -4.15 0.0567
H 1.44 -3.15 -6.17 0.1215
H 2.31 -1.67 -5.80 0.0811
H 0.36 -3.10 -4.13 0.1034
H 0.75 0.72 -3.34 -0.0167
H 3.19 -0.65 -4.26 0.0925
H 3.00 0.96 -3.57 0.1083
H 1.96 0.26 -6.36 0.0668
H 3.55 0.98 -6.07 0.0786
H 2.07 1.86 -5.63 0.0814
O -0.56 -1.25 0.26 -0.3243
P 0.41 -2.31 0.64 0.5745
N 0.21 -3.68 -0.28 -0.1743
C -1.09 -4.08 -0.83 -0.2147
C -1.34 -5.47 -0.26 -0.1688
C 0.06 -6.08 -0.22 -0.1576
C 1.01 -4.88 0.00 -0.1853
N 1.96 -1.77 0.47 -0.1627
C 2.28 -1.31 -0.90 -0.2079
C 3.80 -1.37 -0.97 -0.1563
C 4.15 -2.51 -0.01 -0.1578
C 3.16 -2.27 1.13 -0.1944
N 0.36 -2.85 2.23 -0.1800
C -0.93 -3.44 2.63 -0.1840
C -1.26 -2.82 4.00 -0.1488
C -0.44 -1.53 4.03 -0.1731
C 0.83 -1.94 3.29 -0.1883
H -1.02 -4.13 -1.92 0.0877
H -1.85 -3.34 -0.60 0.1049
H -2.03 -6.05 -0.88 0.1101
H -1.76 -5.40 0.74 0.0911
H 0.29 -6.55 -1.18 0.1060
H 0.17 -6.83 0.56 0.1060
H 1.87 -4.93 -0.67 0.1044
H 1.38 -4.84 1.03 0.0996
H 1.90 -0.30 -1.08 0.0547
H 1.83 -1.99 -1.64 0.0938
H 4.22 -0.43 -0.60 0.1085
H 4.16 -1.53 -1.99 0.0965
H 5.18 -2.50 0.32 0.1116
H 3.95 -3.47 -0.49 0.1025
H 3.56 -1.49 1.79 0.1115
H 2.95 -3.15 1.73 0.1056
H -0.85 -4.53 2.69 0.1082
H -1.71 -3.19 1.90 0.1045
H -0.93 -3.49 4.80 0.1102
H -2.33 -2.65 4.11 0.1013
H -0.24 -1.17 5.04 0.1076
H -0.95 -0.75 3.47 0.0851
H 1.49 -2.50 3.96 0.1254
H 1.37 -1.10 2.88 0.0813
```

=====

One molecule with the formula C4H5N3O, computed with ωB97M-V/def2-TZVPD.

frontier orbital gap	9.80	eV
strongest force on any atom	8.4	eV/A
SMILES string	[H]/N=C\N1C=NCC1=O
energy relative to the best compared isomer or geometry (same formula, charge and spin)	3.426	eV
highest occupied orbital energy	-9.714	eV

```
13
Properties=species:S:1:pos:R:3:nbo_charge:R:1
H -2.47 0.99 0.32 0.3603
N -2.89 0.10 0.13 -0.5873
C -1.82 -0.63 0.02 0.2925
N -0.40 -0.26 -0.29 -0.5263
C 0.66 -1.28 -0.09 0.2446
N 1.86 -0.69 0.26 -0.4482
C 1.83 0.63 0.03 -0.3452
C 0.30 1.00 -0.10 0.6698
O -0.33 2.06 -0.06 -0.5634
H -1.76 -1.70 0.01 0.1579
H 0.46 -2.44 -0.25 0.2371
H 2.04 1.35 0.97 0.2460
H 2.50 0.87 -0.94 0.2622
```

=====

C57H58AsN4O3PS3SbTl as an isolated structure, computed with ωB97M-V/def2-TZVPD.

frontier orbital gap (alpha / beta)	5.62 / 5.88	eV
net charge	-1
strongest force on any atom	0.4	eV/A
energy relative to the best compared isomer or geometry (same formula, charge and spin)	1.468	eV
highest occupied orbital energy (alpha / beta)	-3.471 / -3.910	eV
2S+1	2

```
129
Properties=species:S:1:pos:R:3:lowdin_charge:R:1
Tl -0.49 -0.48 -0.12 0.4364
C -1.55 1.89 -4.53 -0.0913
O -0.66 0.79 -4.86 -0.0066
C -0.10 0.42 -3.69 -0.3159
N -0.36 1.08 -2.64 0.1304
C -1.34 2.11 -3.03 -0.2799
C -0.97 3.49 -2.56 -0.1158
C -0.17 3.54 -1.30 -0.1572
C -0.01 5.60 -0.65 -0.1873
C -0.72 6.44 -1.66 -0.0616
C -1.33 5.97 -2.75 -0.0860
C -1.46 4.57 -3.18 -0.0319
C 0.77 -0.79 -3.80 -0.1610
C 0.97 -1.34 -5.06 0.0175
C 1.76 -2.48 -5.16 -0.0401
C 2.28 -3.03 -4.01 0.0044
C 2.00 -2.41 -2.80 -0.1740
N 1.28 -1.30 -2.69 0.1830
C 2.46 -3.05 -1.54 -0.2991
N 2.29 -2.62 -0.36 0.1703
C 2.75 -3.68 0.55 -0.2411
C 3.51 -4.64 -0.39 -0.0778
O 3.07 -4.26 -1.71 -0.0148
C 3.59 -3.17 1.69 -0.1993
C 3.35 -3.60 2.99 -0.0440
C 4.14 -3.14 4.04 -0.0901
C 5.15 -2.23 3.79 -0.0955
C 5.39 -1.79 2.49 -0.0710
C 4.62 -2.27 1.45 -0.0426
H -1.26 2.74 -5.15 0.1154
H -2.57 1.57 -4.75 0.0442
H -2.27 1.87 -2.50 0.0125
H 0.13 2.54 -1.00 0.1061
H 0.43 6.22 0.14 0.1371
H -0.71 7.51 -1.50 0.0952
H -1.80 6.70 -3.41 0.0923
H -2.08 4.42 -4.06 0.1044
H 0.51 -0.89 -5.93 0.1179
H 1.94 -2.94 -6.13 0.1083
H 2.87 -3.93 -4.03 0.1129
H 1.86 -4.16 0.95 0.1507
H 4.59 -4.49 -0.33 0.1249
H 3.27 -5.69 -0.23 0.1257
H 2.53 -4.29 3.18 0.1130
H 3.94 -3.47 5.05 0.0998
H 5.75 -1.85 4.61 0.0980
H 6.17 -1.06 2.30 0.1037
H 4.78 -1.91 0.44 0.1162
S -4.63 0.85 -3.31 -0.2325
Sb -4.05 -0.08 -1.30 0.0598
S -2.71 -1.99 -1.47 -0.3293
S -2.88 1.42 0.08 -0.1916
C 2.84 0.59 0.57 -0.1553
O 2.91 1.09 1.90 -0.2452
C 1.66 0.92 2.58 -0.5026
C 1.64 -0.28 3.48 -0.1049
H 2.53 -0.46 0.56 0.0211
H 3.84 0.68 0.13 0.0886
H 2.13 1.16 -0.03 0.0480
H 2.46 -0.28 4.22 0.0675
H 1.74 -1.19 2.89 0.0577
H 0.69 -0.36 4.01 0.0618
C -4.02 -4.24 3.03 -0.0483
C -4.17 -2.72 2.89 -0.5896
C -5.11 -2.38 1.73 -0.0591
C -4.68 -2.10 4.20 -0.0459
C -2.84 -2.15 2.59 -0.1701
N -1.82 -1.69 2.35 0.1703
H -5.00 -4.67 3.23 0.0843
H -3.35 -4.49 3.85 0.0849
H -3.63 -4.67 2.11 0.0920
H -6.07 -2.86 1.91 0.0877
H -4.70 -2.71 0.78 0.0462
H -5.26 -1.30 1.66 0.0740
H -5.68 -2.49 4.41 0.0862
H -4.74 -1.02 4.12 0.0737
H -4.03 -2.35 5.04 0.0873
C 2.01 3.62 4.06 -0.3356
C 1.33 4.97 4.24 -0.4380
As 2.26 6.13 5.53 1.2874
C 2.13 4.90 7.05 -0.4279
C 0.92 4.57 7.66 -0.1151
C 0.89 3.63 8.68 -0.0967
C 2.05 2.99 9.09 -0.0931
C 3.26 3.31 8.49 -0.0921
C 3.30 4.27 7.47 -0.1369
C 0.76 7.30 6.01 -0.4309
C -0.27 7.57 5.12 -0.1116
C -1.30 8.43 5.48 -0.0879
C -1.30 9.04 6.72 -0.1003
C -0.27 8.78 7.61 -0.0954
C 0.76 7.92 7.26 -0.1356
P 1.02 2.42 3.05 1.0205
C -0.45 2.10 4.05 -0.2688
C -1.69 1.80 3.50 -0.0848
C -2.78 1.54 4.33 -0.0697
C -2.63 1.54 5.70 -0.0838
C -1.38 1.79 6.26 -0.0837
C -0.30 2.07 5.44 -0.0873
C 0.74 3.45 1.57 -0.2660
C 1.99 3.76 0.84 -0.0975
C 2.10 4.24 -0.39 -0.0330
C 0.98 4.59 -1.31 -0.1763
C -0.84 4.38 -0.17 -0.1800
C -0.49 3.80 1.16 -0.0367
H 2.23 3.15 5.02 0.0584
H 2.98 3.72 3.55 0.0829
H 0.29 4.85 4.56 0.0672
H 1.32 5.50 3.28 0.0567
H 0.00 5.04 7.34 0.1082
H -0.06 3.38 9.15 0.1001
H 2.02 2.25 9.88 0.0991
H 4.17 2.82 8.80 0.0990
H 4.24 4.52 7.01 0.0895
H -0.29 7.10 4.15 0.0923
H -2.10 8.63 4.78 0.1021
H -2.11 9.71 7.00 0.0972
H -0.26 9.25 8.59 0.0982
H 1.56 7.72 7.96 0.0989
H -1.83 1.70 2.43 0.0063
H -3.73 1.31 3.87 0.1018
H -3.48 1.33 6.34 0.0986
H -1.24 1.77 7.33 0.0915
H 0.66 2.25 5.90 0.0919
H 2.91 3.56 1.37 0.0930
H 3.11 4.44 -0.76 0.1066
H 1.34 4.88 -2.30 0.1442
H -1.92 4.48 -0.26 0.1379
H -1.34 3.56 1.79 0.0826
```